{"formula": "C60H97Br6N10O12P3", "method": "ωB97M-V/def2-TZVPD", "symbols": ["Br", "Br", "Br", "Br", "Br", "Br", "P", "P", "P", "O", "O", "O", "O", "O", "O", "O", "O", "O", "O", "O", "O", "N", "N", "N", "N", "N", "N", "N", "N", "N", "N", "C", "C", "C", "C", "C", "C", "C", "C", "C", "C", "C", "C", "C", "C", "C", "C", "C", "C", "C", "C", "C", "C", "C", "C", "C", "C", "C", "C", "C", "C", "C", "C", "C", "C", "C", "C", "C", "C", "C", "C", "C", "C", "C", "C", "C", "C", "C", "C", "C", "C", "C", "C", "C", "C", "C", "C", "C", "C", "C", "C", "H", "H", "H", "H", "H", "H", "H", "H", "H", "H", "H", "H", "H", "H", "H", "H", "H", "H", "H", "H", "H", "H", "H", "H", "H", "H", "H", "H", "H", "H", "H", "H", "H", "H", "H", "H", "H", "H", "H", "H", "H", "H", "H", "H", "H", "H", "H", "H", "H", "H", "H", "H", "H", "H", "H", "H", "H", "H", "H", "H", "H", "H", "H", "H", "H", "H", "H", "H", "H", "H", "H", "H", "H", "H", "H", "H", "H", "H", "H", "H", "H", "H", "H", "H", "H", "H", "H", "H", "H", "H", "H", "H", "H", "H", "H", "H", "H"], "xyz": [[21.710971, 18.845489, 9.423264], [22.735134, 15.942678, 10.150120], [20.250661, 12.727074, 18.324057], [21.721911, 12.769764, 15.694774], [21.041137, 16.435749, 7.552514], [22.128738, 15.109121, 17.624628], [24.836322, 17.596525, 12.879519], [18.767264, 16.920099, 15.753749], [17.691713, 10.486843, 15.887457], [16.382453, 10.122011, 15.121248], [19.350800, 15.777896, 14.877505], [23.793203, 18.412093, 12.270061], [19.504364, 18.180558, 15.803744], [24.492847, 16.047135, 12.704224], [17.286587, 17.230640, 15.254128], [18.168076, 11.669422, 14.942346], [25.032290, 17.711956, 14.437107], [26.293015, 17.757372, 12.248030], [18.596724, 9.216350, 15.703137], [18.523050, 16.028863, 16.992805], [17.587227, 10.902363, 17.284832], [13.978050, 20.068151, 11.660983], [18.448757, 20.756785, 20.033228], [16.155310, 12.969120, 10.312868], [14.103330, 20.125791, 21.052365], [15.911801, 13.125204, 18.511358], [17.795447, 20.798920, 15.210610], [17.083446, 18.741038, 12.561428], [21.107309, 20.338566, 14.367788], [12.491583, 11.068910, 11.471876], [12.233543, 18.259376, 15.928336], [13.992134, 14.275676, 18.510680], [13.047763, 19.317318, 10.947714], [10.684541, 18.517064, 14.389383], [18.090825, 19.238272, 11.749007], [17.638253, 11.834508, 13.618174], [12.689825, 12.046182, 12.454862], [14.773896, 13.392503, 17.798491], [20.099996, 16.101249, 13.651653], [20.429912, 19.903955, 20.093140], [22.250559, 22.208434, 14.332242], [18.033608, 21.765709, 14.236347], [13.995028, 11.957877, 12.806810], [22.241937, 21.653976, 12.984890], [21.566272, 20.488839, 13.071140], [16.439854, 16.181466, 14.702829], [21.623241, 21.331680, 15.116344], [16.716780, 17.999033, 10.542711], [13.575791, 10.325090, 11.310276], [24.967211, 18.947827, 15.248933], [12.005673, 18.830708, 14.665406], [17.534200, 14.647750, 10.642667], [16.807721, 22.048147, 13.626192], [11.998833, 20.153871, 10.651144], [11.069913, 17.756648, 16.454056], [10.093862, 17.880983, 15.479904], [15.025683, 16.643230, 14.853005], [14.359630, 9.387812, 16.417956], [17.756772, 16.657011, 18.107184], [19.934569, 19.729104, 18.787779], [15.840755, 21.273105, 14.303130], [18.368279, 16.049936, 19.366908], [18.113175, 13.758511, 9.636579], [21.477311, 16.518147, 14.055463], [13.993056, 20.294086, 19.707292], [26.458540, 18.701662, 11.125192], [15.895361, 13.867111, 19.688479], [20.768274, 8.173526, 16.003849], [16.261321, 17.951775, 11.842025], [25.501108, 15.085845, 13.075077], [15.598673, 8.988810, 15.668256], [27.913579, 19.138826, 11.091065], [24.739331, 18.517104, 16.662989], [16.464584, 20.442693, 15.226880], [18.396865, 11.080447, 12.584391], [20.876116, 13.848493, 16.972441], [13.507263, 21.342879, 11.826412], [15.427059, 18.622161, 20.114021], [16.397137, 14.106956, 11.003959], [14.945193, 19.058335, 21.319396], [12.304897, 21.464320, 11.180157], [19.862198, 9.258920, 16.501789], [17.175130, 12.771840, 9.408024], [14.782005, 19.350033, 19.111487], [17.859129, 18.791733, 10.493873], [14.533477, 10.839857, 12.142394], [18.678948, 20.249784, 18.766316], [22.289157, 17.123857, 8.739179], [24.847432, 13.773570, 13.404252], [19.488763, 20.501569, 20.855175], [14.733771, 14.568056, 19.746766], [13.638857, 9.828559, 15.681335], [16.704215, 15.262363, 15.186089], [16.601431, 22.793639, 12.902221], [13.750978, 20.755511, 21.722193], [15.560632, 10.467137, 12.205773], [19.516540, 20.782193, 21.902748], [16.186848, 17.639660, 9.653704], [15.986265, 19.775922, 15.926213], [25.485809, 12.910529, 13.567831], [22.076796, 16.846496, 13.164114], [20.101713, 15.188301, 13.049236], [11.125892, 19.841796, 10.116838], [19.129650, 13.903846, 9.304627], [17.243555, 11.877975, 8.788628], [24.118643, 19.629252, 14.924863], [14.799162, 19.120614, 18.046491], [14.796144, 19.556136, 12.023085], [16.626426, 11.650782, 13.660185], [20.319887, 10.252291, 16.315391], [15.463716, 17.379666, 12.265351], [21.503572, 19.742255, 12.308865], [20.022579, 14.459205, 16.687233], [19.390876, 16.450908, 19.423554], [24.111254, 13.996901, 14.224881], [11.013345, 17.316566, 17.462556], [23.861810, 17.876158, 16.614195], [14.794471, 21.257222, 14.293626], [20.489587, 19.326729, 17.962822], [26.156859, 18.144603, 10.207664], [26.190116, 14.999196, 12.204960], [28.455980, 18.245347, 10.754235], [18.684667, 20.104911, 12.197849], [11.709705, 22.310795, 11.223296], [25.887909, 19.505276, 15.166022], [13.035763, 18.454254, 16.495397], [21.765709, 8.330707, 16.465842], [22.102408, 15.752549, 14.563878], [22.780668, 21.991686, 12.100738], [11.827503, 12.667129, 12.737969], [16.665597, 16.129651, 13.641201], [14.597728, 13.029798, 16.756835], [13.063654, 14.828315, 18.323365], [15.456372, 12.346769, 10.580004], [18.138895, 10.013676, 12.640409], [17.075189, 18.890205, 13.571282], [13.144158, 18.250753, 10.747008], [25.565259, 17.906459, 17.141277], [25.679627, 19.446870, 11.282978], [21.356291, 19.583797, 20.559638], [19.595883, 16.859324, 13.087894], [17.787129, 12.898911, 13.421116], [15.315081, 8.429824, 14.786395], [9.030362, 17.700722, 15.735275], [14.961832, 17.709610, 14.535934], [17.768778, 16.323760, 20.259362], [28.078981, 19.934629, 10.357668], [17.860768, 17.764103, 18.032938], [14.517212, 15.203696, 20.594159], [16.563790, 12.402992, 18.171178], [17.915103, 15.554385, 11.083078], [22.710304, 23.098686, 14.696348], [19.487293, 11.173531, 12.753009], [18.422107, 20.077858, 15.531986], [16.712310, 16.308685, 17.978399], [14.094643, 22.085335, 12.279307], [21.489314, 17.389023, 14.715240], [12.695103, 19.381384, 14.085797], [11.679385, 10.936154, 10.937707], [24.217250, 13.509519, 12.522944], [17.946650, 20.375620, 17.962286], [21.386865, 21.422102, 16.184034], [14.656836, 16.620389, 15.900884], [15.095497, 18.586842, 22.268536], [15.627612, 14.518129, 11.628413], [18.180588, 11.469753, 11.545615], [18.471515, 18.958257, 9.636987], [20.815915, 8.222462, 14.911867], [14.514837, 10.067077, 17.193610], [16.174230, 17.800961, 20.022096], [19.520225, 9.215001, 17.571283], [26.130384, 15.500039, 13.854775], [23.144808, 17.353338, 8.122813], [13.560245, 9.467692, 10.622665], [14.394239, 16.062411, 14.160300], [17.484943, 20.890465, 20.369863], [18.445497, 14.988463, 19.265045], [20.488675, 19.611069, 14.740535], [10.175542, 18.750241, 13.483531], [14.537346, 12.621528, 13.461674], [13.854317, 8.488364, 16.785029], [20.449075, 7.210656, 16.424714], [24.531954, 19.458215, 17.156757], [13.419566, 21.126624, 19.402602], [16.747299, 13.808717, 20.353001], [19.025832, 22.098815, 14.162142], [16.218949, 8.392486, 16.253423], [28.160100, 19.394891, 12.138448]], "forces_ev_per_a": [[0.0, 0.0, 0.1], [0.2, -0.2, 0.2], [-0.7, -0.8, 1.3], [0.1, -0.3, -1.4], [-1.2, -0.7, -0.9], [0.7, 0.9, 0.5], [-0.2, -0.6, -0.2], [-1.3, -0.2, -1.1], [0.0, 1.2, -0.7], [-1.5, -1.4, 0.8], [0.4, -0.3, -1.3], [-0.1, 0.5, -0.1], [0.2, 0.7, 0.4], [0.4, 0.1, 0.5], [0.1, 0.3, -0.3], [0.5, -0.5, 0.7], [0.1, 0.7, 0.4], [0.0, 0.4, -0.1], [1.1, -0.1, 0.2], [-0.2, 0.4, 1.9], [-0.2, 0.2, 0.6], [-0.2, -1.8, -0.3], [-2.7, 0.1, -0.2], [1.0, 0.7, -1.2], [0.7, -1.4, 0.1], [-0.1, 0.0, -0.4], [-0.6, -0.8, -0.3], [1.3, 0.5, 0.9], [-0.1, -1.6, -0.6], [-0.9, 1.2, 1.4], [0.1, 1.0, -0.4], [0.6, 1.1, 1.7], [-0.2, 0.9, 0.4], [0.5, 0.8, -0.7], [0.2, 2.1, 2.5], [2.3, 2.1, -0.1], [-1.5, -0.1, -1.4], [-0.8, 0.4, -0.9], [0.5, -0.8, 0.7], [1.5, -0.7, 1.1], [1.2, 0.5, -1.7], [-2.0, -1.3, 0.5], [0.4, 0.2, 0.8], [0.7, 0.9, 0.8], [-0.6, -0.3, 0.2], [0.5, 1.0, -0.1], [-1.4, 0.2, 2.2], [-1.4, -0.7, -1.0], [1.1, -1.1, -0.5], [-0.7, -0.1, -0.9], [-1.9, -1.8, 1.5], [2.9, 0.1, -1.1], [1.0, -0.2, 1.5], [0.4, 0.4, 0.2], [-0.1, -0.3, -0.2], [-0.6, -0.3, 2.1], [-0.6, 0.6, 0.2], [-1.3, -0.4, -2.3], [0.0, -0.9, -0.1], [0.6, -0.1, -0.5], [0.8, -1.3, 1.2], [0.1, 1.7, -0.1], [-0.5, 1.0, 0.9], [2.0, 0.6, -0.7], [0.3, -0.1, 0.8], [-0.9, -0.9, -0.4], [0.6, -1.2, -0.8], [0.4, -0.2, 1.2], [0.1, -0.2, -0.9], [1.4, 0.0, -1.2], [-0.7, 1.0, -1.3], [-0.8, -0.8, 0.3], [0.4, -0.8, 0.0], [-0.2, 2.0, -1.0], [0.4, -0.7, -1.1], [-0.3, 0.7, 0.3], [-0.1, -0.7, -0.8], [0.8, -1.6, 0.7], [-2.7, -0.4, 1.1], [0.1, 0.5, -0.5], [0.8, -2.5, 0.2], [-1.0, 1.0, 0.2], [1.0, -0.3, 0.6], [-0.2, 0.2, -1.6], [0.5, 0.0, -0.5], [1.7, -0.8, -0.5], [-0.5, 0.5, 0.2], [0.5, 1.1, 0.2], [-2.1, 0.6, -0.3], [0.0, 0.2, 0.3], [-0.2, -0.2, -0.9], [0.5, -0.1, 0.7], [-0.2, -0.7, 0.3], [0.1, 0.5, -0.5], [-0.5, 0.5, 0.7], [-0.5, 0.2, 0.1], [-0.2, -0.1, -0.3], [0.4, -0.3, 0.6], [0.4, -0.2, 0.1], [0.3, 0.3, 0.4], [-0.7, -0.4, 0.6], [-0.1, 0.1, 0.2], [-0.3, 0.1, -0.2], [-0.2, -0.3, -0.6], [-0.2, 0.4, 0.3], [0.9, -1.0, 0.0], [0.3, 0.4, 0.3], [-0.3, 1.3, -0.2], [-2.1, -0.5, -0.2], [-0.3, -0.5, 0.2], [-0.3, 0.0, 0.2], [-0.4, -0.4, 0.0], [0.2, -0.5, -0.8], [-0.3, -0.1, 0.4], [0.8, -0.7, -0.4], [0.2, 0.4, -0.8], [-0.3, 0.1, 0.5], [-1.3, 0.4, -0.7], [-0.1, -0.2, -0.2], [0.3, 0.4, 0.5], [-0.4, -0.1, 0.4], [0.3, 0.4, 0.3], [-0.5, -1.7, -1.0], [-1.0, 1.4, -0.2], [0.4, 0.0, -0.4], [0.2, -0.1, 0.0], [-0.4, 0.1, -0.5], [-0.7, 0.1, -0.4], [-0.3, 0.0, 0.4], [0.9, -0.2, -0.1], [0.3, -0.3, -0.1], [0.3, 0.1, 1.3], [0.4, -0.8, -0.5], [-1.3, -1.2, 0.0], [0.2, 0.1, -0.2], [-0.2, -0.1, -0.5], [0.3, 0.5, 0.1], [-0.7, 1.0, -0.6], [0.4, 0.5, -0.1], [0.1, 0.0, -0.6], [-0.5, 0.6, -0.2], [-0.1, 0.1, 0.1], [0.0, -0.2, -0.2], [0.9, -0.1, -0.8], [0.0, -0.6, 0.1], [0.5, -0.2, -0.4], [0.0, 0.0, 0.4], [-0.1, -0.8, 0.2], [-0.4, 0.1, -0.3], [0.0, 0.5, 0.5], [0.3, 0.1, -0.3], [0.3, 0.4, -0.1], [-0.5, 0.0, -0.1], [0.9, 0.4, 0.2], [0.4, 0.4, 0.0], [0.6, 0.7, 0.6], [-0.3, -0.1, 0.0], [0.8, 0.2, -0.3], [-1.2, 0.0, -0.4], [0.3, 0.1, 0.5], [0.4, -0.1, 0.5], [0.1, -0.1, -0.6], [0.1, -0.3, -0.7], [0.0, 0.4, 0.5], [-0.1, -0.1, 0.4], [0.1, -0.4, 1.1], [0.1, 0.3, -0.4], [0.1, -0.3, 0.3], [0.4, 1.0, 1.4], [-1.0, 0.8, -0.1], [0.7, -0.2, -1.0], [-0.1, -0.1, 0.5], [0.4, -0.1, 0.3], [0.2, 0.6, 0.5], [-0.1, 0.2, 0.6], [0.9, 0.2, -0.3], [-0.2, -0.6, 0.0], [0.6, 0.1, -0.4], [-0.1, 0.3, -0.5], [-0.1, -0.1, 0.2], [0.3, 0.1, 0.1], [-0.1, 0.0, -0.7], [-0.1, -0.1, 0.8], [-0.5, 0.4, -0.8], [-0.3, 0.0, 0.0], [1.0, 0.6, -0.6], [1.3, -1.0, 1.0], [0.4, 0.2, -0.8]], "lumo_energy_ev": 0.4, "orbital_gap_ev": 8.19, "e_homo_ev": -7.8}